Molecular formula: C59H37F4NO11S
Method: DFT, ωB97M-V/def2-TZVPD

HOMO-LUMO gap = 8.69 eV
Total charge = 0
Structure (SMILES) = O=C1c2ccccc2C(=O)c2ccccc21.O=C1c2ccccc2C(=O)c2ccccc21.O=C1c2ccccc2C(=O)c2ccccc21.O=C1c2ccccc2C(=O)c2ccccc21.O=S(=O)(F)N(CCO)C(F)(F)F
Multiplicity = 1
LUMO = -1.13 eV

Last column: Mulliken charge in e.
Cartesian coordinates (Å):
O1 5.55404 2.95716 -4.15061  -0.688
C1 6.54946 2.59734 -4.75569  0.394
C2 7.09883 3.42103 -5.85769  0.010
C3 6.48223 4.62744 -6.18946  -0.542
C4 7.01377 5.42524 -7.19521  -0.598
C5 8.16271 5.02297 -7.87224  -0.422
C6 8.76966 3.81346 -7.55629  -0.651
C7 8.23567 3.00650 -6.55238  0.493
C8 8.87966 1.71060 -6.23532  0.552
O2 9.83950 1.32379 -6.87827  -0.679
C9 8.34248 0.89685 -5.12073  0.465
C10 8.96073 -0.30848 -4.78776  -0.613
C11 8.48389 -1.06259 -3.72210  -0.562
C12 7.38926 -0.61599 -2.98529  -0.407
C13 6.76269 0.57744 -3.32376  -0.673
C14 7.23421 1.33438 -4.39553  -0.014
H1 5.59038 4.94818 -5.66186  0.684
H2 6.53548 6.36525 -7.44889  0.417
H3 8.58400 5.65245 -8.64863  0.391
H4 9.66114 3.50273 -8.09030  0.464
H5 9.81632 -0.65859 -5.35503  0.468
H6 8.96833 -1.99769 -3.46220  0.392
H7 7.02336 -1.20038 -2.14767  0.461
H8 5.90911 0.91801 -2.74826  0.670
O3 -1.92396 4.34763 -3.59967  -0.717
C15 -1.28082 5.22499 -4.15050  0.541
C16 0.16403 5.38848 -3.86877  0.081
C17 0.79527 4.51701 -2.98188  -0.867
C18 2.15804 4.63687 -2.74086  -0.075
C19 2.89684 5.62668 -3.38540  -0.323
C20 2.26823 6.50845 -4.25682  -0.832
C21 0.89875 6.39527 -4.49599  0.437
C22 0.23453 7.35024 -5.41214  0.636
O4 0.86448 8.26258 -5.91771  -0.679
C23 -1.20591 7.17478 -5.70963  0.171
C24 -1.83579 8.04548 -6.59879  -0.537
C25 -3.17848 7.86904 -6.91001  -0.463
C26 -3.89669 6.82303 -6.33546  -0.480
C27 -3.27593 5.96209 -5.43808  -0.520
C28 -1.92970 6.13895 -5.11860  0.174
H9 0.22596 3.74106 -2.48138  0.579
H10 2.64691 3.95651 -2.05450  0.255
H11 3.96338 5.71130 -3.20626  0.460
H12 2.84709 7.28062 -4.75220  0.473
H13 -1.28013 8.85880 -7.05285  0.462
H14 -3.66553 8.54487 -7.60480  0.394
H15 -4.94237 6.68042 -6.58637  0.395
H16 -3.84170 5.15139 -4.99170  0.469
O5 -5.60098 1.23271 5.88627  -0.682
C29 -4.98335 0.80842 4.92615  0.536
C30 -4.35202 -0.53099 4.96900  0.269
C31 -4.48538 -1.31906 6.11185  -0.649
C32 -3.92982 -2.59255 6.14589  -0.623
C33 -3.24079 -3.08455 5.03984  -0.474
C34 -3.09097 -2.29543 3.90566  -0.708
C35 -3.64097 -1.01427 3.86971  0.310
C36 -3.46071 -0.17472 2.66410  0.437
O6 -2.79348 -0.57560 1.72496  -0.690
C37 -4.10822 1.15593 2.61272  0.185
C38 -3.97600 1.94209 1.46785  -0.653
C39 -4.60718 3.17777 1.39690  -0.559
C40 -5.37275 3.63276 2.46780  -0.484
C41 -5.49508 2.85838 3.61573  -0.624
C42 -4.85858 1.61984 3.69324  0.429
H17 -5.02544 -0.94342 6.97413  0.468
H18 -4.03827 -3.20602 7.03407  0.459
H19 -2.81837 -4.08416 5.06361  0.582
H20 -2.54901 -2.68164 3.04911  0.508
H21 -3.38512 1.59072 0.62898  0.631
H22 -4.50631 3.78579 0.50419  0.458
H23 -5.87294 4.59341 2.40786  0.384
H24 -6.09017 3.21997 4.44740  0.463
O7 -5.29248 -10.50276 8.59057  -0.670
C43 -4.64699 -9.61991 8.05473  0.551
C44 -3.20751 -9.44842 8.36065  0.102
C45 -2.58465 -10.31974 9.25393  -0.568
C46 -1.22624 -10.19073 9.51648  -0.447
C47 -0.48463 -9.19321 8.88787  -0.483
C48 -1.10542 -8.31240 8.01061  -0.461
C49 -2.46976 -8.43399 7.74952  0.212
C50 -3.12563 -7.47944 6.82700  0.469
O8 -2.49298 -6.56039 6.33563  -0.667
C51 -4.55954 -7.66260 6.50548  0.150
C52 -5.18090 -6.79181 5.60990  -0.339
C53 -6.51710 -6.97547 5.27638  -0.666
C54 -7.23748 -8.02869 5.83480  -0.408
C55 -6.62560 -8.88971 6.73835  -0.675
C56 -5.28599 -8.70569 7.08023  0.388
H25 -3.15602 -11.10171 9.74210  0.461
H26 -0.74253 -10.87212 10.20812  0.396
H27 0.57819 -9.10135 9.08398  0.402
H28 -0.52414 -7.53424 7.52782  0.462
H29 -4.62364 -5.97275 5.16813  0.509
H30 -6.99732 -6.29967 4.57681  0.423
H31 -8.27800 -8.17692 5.56652  0.389
H32 -7.19315 -9.70601 7.17204  0.470
O9 2.54115 -1.54968 0.32836  -0.560
S1 2.54087 -1.51974 -1.17504  1.167
O10 1.64265 -2.63081 -1.63765  -0.559
F1 4.04831 -1.86506 -1.82395  -0.178
N1 1.97917 0.03720 -1.65496  0.107
C57 0.57794 0.31578 -1.17630  -0.477
C58 -0.56342 -0.41923 -2.05499  -0.407
O11 -1.10590 -1.50456 -1.26296  -0.485
C59 2.80720 1.12446 -1.11617  0.590
F2 2.40214 1.53897 0.17014  -0.266
F3 2.71063 2.18743 -2.04629  -0.204
F4 4.15876 0.82808 -1.01566  -0.230
H33 0.38128 1.43776 -1.30134  0.127
H34 0.43390 -0.02716 -0.09748  0.440
H35 -0.05619 -0.77338 -3.00267  0.326
H36 -1.42358 0.29917 -2.25585  0.270
H37 -1.36690 -1.16849 -0.37032  0.325